Entry 1:
Formula: C6H8S
Source: the OMol25 dataset
Level of theory: the ωB97M-V functional and the def2-TZVPD basis

Computed properties:
E_LUMO = 1.0 eV
HOMO = -8.551 eV
Kohn-Sham gap = 0.351 hartree
Molecular weight = 112.20 g mol⁻¹
SMILES = CC#CC[C@@H]1CS1

```
! wB97M-V def2-TZVPD RIJCOSX def2/J DEFGRID3
* xyz 0 1
C -0.77298 0.31241 0.34384
C -1.68913 -0.44802 0.21089
C 0.32648 1.24922 0.19183
C 2.66639 -0.05161 -0.53239
C 1.65052 0.42186 0.47625
C -2.99241 -1.11482 -0.02485
S 1.63680 -1.37218 0.16038
H 0.19265 1.66449 -0.82923
H 0.25693 2.07191 0.82583
H 2.68886 0.26916 -1.55997
H 3.71037 0.06326 -0.07236
H 2.16944 0.69089 1.31543
H -3.76074 -0.39905 0.39903
H -3.08898 -2.17759 0.24029
H -2.99422 -1.17992 -1.14497
*
```

Entry 2:
Formula: C17H38O14
Source: the OMol25 dataset
Level of theory: the ωB97M-V functional and the def2-TZVPD basis

Computed properties:
E_LUMO = 0.2 eV
HOMO = -9.700 eV
Kohn-Sham gap = 0.366 hartree
Molecular weight = 466.48 g mol⁻¹
SMILES = C[C@H]1COC(=O)O1.C[C@H]1COC(=O)O1.C[C@H]1COC(=O)O1.CO.CO.CO.CO.CO

```
! wB97M-V def2-TZVPD RIJCOSX def2/J DEFGRID3
* xyz 0 1
C -1.45014 1.96445 3.69976
O -0.72724 2.64614 4.74662
H -0.81533 1.29907 3.11463
H -2.26423 1.31351 4.01856
H -1.91849 2.73114 3.08255
H -1.30877 3.25116 5.21286
C 1.24140 4.80949 -0.14744
O 0.38901 4.18336 0.78789
H 2.20244 4.29532 -0.15910
H 0.78989 4.89671 -1.13569
H 1.46810 5.82039 0.19141
H 0.30829 3.25305 0.56515
C 3.14420 -1.52740 3.78045
O 3.90863 -0.78496 4.63873
H 3.34132 -2.59139 3.91153
H 2.09267 -1.41444 4.04434
H 3.18481 -1.20963 2.73859
H 3.81947 0.14039 4.39923
C 3.86644 2.09923 2.53003
O 3.75726 1.98897 3.95990
H 2.90621 2.26780 2.04256
H 4.39727 3.02852 2.32324
H 4.40587 1.32731 1.98117
H 3.10395 2.59979 4.30870
C 0.53026 0.41763 0.49844
O -0.50693 1.31332 0.42363
H 0.24342 -0.51899 0.02036
H 1.35761 0.83586 -0.07488
H 0.84439 0.19852 1.51894
H -1.25583 0.95728 -0.06009
C 4.23218 0.55266 -0.70826
C 3.38949 0.87728 -1.93794
C 4.17437 0.99282 -3.29183
O 3.46718 0.05766 -4.09068
C 2.51563 -0.57398 -3.39835
O 1.80155 -1.50112 -3.88208
O 2.46259 -0.13160 -2.11999
H 4.94218 -0.25709 -0.87646
H 3.57114 0.34940 0.13425
H 4.79874 1.45130 -0.46424
H 2.80067 1.77953 -1.77256
H 5.22653 0.79250 -3.08957
H 4.07781 1.97402 -3.75661
C -1.08931 -1.87269 -2.87866
C -1.35345 -3.39720 -3.03836
C -2.22852 -4.05135 -1.98270
O -3.10388 -4.84171 -2.77622
C -3.02800 -4.52979 -4.05784
O -3.65433 -5.10920 -4.94973
O -2.21209 -3.46954 -4.20365
H -2.01881 -1.33047 -2.70507
H -0.57583 -1.58797 -3.79701
H -0.36485 -1.70080 -2.08260
H -0.48958 -3.99459 -3.32983
H -2.85705 -3.37175 -1.40721
H -1.54832 -4.63842 -1.36561
C -5.39069 -2.51950 0.36267
C -5.30068 -1.13224 -0.26983
C -5.29266 0.10859 0.62509
O -4.16204 0.87567 0.24494
C -3.49166 0.17957 -0.66558
O -2.57197 0.64168 -1.30781
O -4.00691 -1.03919 -0.83049
H -5.08044 -3.28157 -0.35223
H -6.38164 -2.82054 0.70252
H -4.78069 -2.48020 1.26514
H -6.09686 -1.00351 -1.00306
H -5.20906 -0.22606 1.65908
H -6.22667 0.63781 0.43630
*
```

Entry 3:
Formula: C4H8O5
Source: the OMol25 dataset
Level of theory: the ωB97M-V functional and the def2-TZVPD basis

Computed properties:
E_LUMO = 0.4 eV
HOMO = -9.648 eV
Kohn-Sham gap = 0.370 hartree
Molecular weight = 136.10 g mol⁻¹
SMILES = O=CC(=O)O.COOC

```
! wB97M-V def2-TZVPD RIJCOSX def2/J DEFGRID3
* xyz 0 1
C -1.54986 0.09587 1.53402
C 1.54660 0.80874 -0.07657
O -1.19358 0.42284 0.22829
O 1.43817 1.56256 1.00679
O 1.59592 1.23057 -1.20122
H 1.37676 2.49996 0.76022
H -2.15705 0.92745 1.89573
H -0.66910 -0.05072 2.16972
H -2.13637 -0.83136 1.56104
C -0.65468 -0.69698 -1.85574
C 1.50469 -0.71204 0.25536
O -0.47362 -0.78335 -0.45870
O 1.51976 -1.10757 1.39936
H 1.92091 -1.29393 -0.58841
H -0.27025 0.24934 -2.24585
H -0.08450 -1.51970 -2.28517
H -1.71381 -0.80167 -2.09887
*
```

Entry 4:
Formula: C2H7IN2S
Source: the OMol25 dataset
Level of theory: the ωB97M-V functional and the def2-TZVPD basis

Computed properties:
E_LUMO (spin up / spin down) = -0.6 / -0.6 eV
HOMO (spin up / spin down) = -7.605 / -7.605 eV
Kohn-Sham gap (spin up / spin down) = 0.258 / 0.258 hartree
Molecular weight = 218.06 g mol⁻¹

```
! wB97M-V def2-TZVPD RIJCOSX def2/J DEFGRID3
* xyz 0 1
C -0.33588 0.34712 1.34127
C -0.36975 1.49566 -0.82871
N 0.26875 0.54312 0.04910
N 0.94262 -0.41933 -0.55016
S 1.02110 -1.90391 -0.01016
I -0.41813 -3.94319 -0.93564
H -0.54739 1.32063 1.77901
H -1.26962 -0.22700 1.27282
H 0.35789 -0.19159 1.98964
H -1.38974 1.19202 -1.08219
H -0.39572 2.46766 -0.33787
H 0.21806 1.56681 -1.74086
H 1.91780 -2.24801 -0.94626
*
```

Entry 5:
Formula: C10H28O6SSi3
Source: the OMol25 dataset
Level of theory: the ωB97M-V functional and the def2-TZVPD basis

Computed properties:
E_LUMO = 0.3 eV
HOMO = -9.694 eV
Kohn-Sham gap = 0.366 hartree
Molecular weight = 360.65 g mol⁻¹
SMILES = C[Si](C)(C)O[Si](C)(CCCOS(=O)(=O)O)O[Si](C)(C)C

```
! wB97M-V def2-TZVPD RIJCOSX def2/J DEFGRID3
* xyz 0 1
O -2.49857 -1.74562 -0.70798
O -2.42435 -0.08614 -2.62009
O 0.66717 -0.20847 1.70571
O 1.02568 1.12244 -0.65845
O -4.56811 -0.60268 -1.39357
O -2.73107 0.77893 -0.28887
C -1.80796 1.67672 -0.86050
C -1.32075 2.74096 0.13842
C 2.30959 2.01241 1.81965
C -0.76287 2.15071 1.40287
C -2.04554 -1.17747 2.08552
C 0.20287 -2.90946 0.71901
C 0.35342 -2.13306 3.68087
C 0.44606 -0.99187 -2.59981
C 2.30114 1.41888 -3.30486
C 3.22289 -0.63439 -1.45546
Si 0.83575 1.25359 0.98720
Si -0.22719 -1.58722 1.99712
Si 1.68495 0.28547 -1.97485
S -3.00011 -0.45308 -1.28661
H -4.80116 -1.51959 -1.32227
H -2.33734 2.12374 -1.73188
H -0.98238 1.08054 -1.26794
H -2.10318 3.49274 0.37911
H -0.53386 3.30118 -0.36472
H 3.24001 1.65146 1.42216
H 2.32255 3.08953 1.75679
H 2.30339 1.70788 2.86029
H -0.60883 2.94323 2.12661
H -1.51076 1.52590 1.86554
H -2.28397 -0.94124 3.10280
H -2.68900 -2.01250 1.77327
H -2.33631 -0.33135 1.48187
H 0.05845 -3.89762 1.15122
H -0.50624 -2.66805 -0.06310
H 1.25922 -2.79996 0.38535
H 0.62781 -3.20980 3.72626
H 1.22880 -1.54172 3.92814
H -0.41919 -1.86322 4.38768
H -0.04357 -1.45318 -1.73830
H 0.89071 -1.76086 -3.20042
H -0.30880 -0.49813 -3.20566
H 2.88963 2.26827 -2.94728
H 1.42615 1.80544 -3.78742
H 2.91033 0.90865 -4.03995
H 3.07908 -1.26418 -0.57067
H 3.62678 -1.20466 -2.29971
H 3.93866 0.15689 -1.19313
*
```

Entry 6:
Formula: C5H9NO4
Source: the OMol25 dataset
Level of theory: the ωB97M-V functional and the def2-TZVPD basis

Computed properties:
E_LUMO = 0.7 eV
HOMO = -9.693 eV
Kohn-Sham gap = 0.383 hartree
Molecular weight = 147.13 g mol⁻¹
SMILES = O[C@H]1[C@H]2NC[C@H]2OC1(O)O

```
! wB97M-V def2-TZVPD RIJCOSX def2/J DEFGRID3
* xyz 0 1
O 0.03678 -2.06603 0.29371
C -0.23913 -0.85657 0.92534
C 0.85021 0.19765 0.58957
N 1.82293 -0.31298 -0.39033
C 1.37810 0.66045 -1.41423
C 0.24061 1.11818 -0.49037
O -1.03093 0.59091 -0.81668
C -1.50586 -0.16994 0.36157
O -2.43410 -1.01914 -0.14609
H 0.85013 -1.89214 -0.22760
H -0.35301 -1.01487 2.00713
H 1.27195 0.68170 1.47692
H 2.79553 -0.24706 -0.11342
H 2.10952 1.45375 -1.61653
H 1.05709 0.20181 -2.35937
H 0.17856 2.18992 -0.26850
O -2.02088 0.77271 1.24459
H -2.61524 -0.60960 -1.06650
H -2.39228 0.32124 2.01078
*
```

Taking the records one at a time from the top gives max |F| values of 3.2, 5.4, 2.8, 0.9, 5.3, 2.4 eV/A.
Taking the records one at a time from the top gives E values of -631.48844, -1723.82419, -533.26801, -885.70004, -2116.16215, -551.60076 Eh.
Taking the records one at a time from the top gives relative energy (zero: lowest compared OMol25 entry of this formula, charge and spin) values of 64.5, 25.5, 111.5, 0.0, 0.0, 55.9 kcal/mol.